# 1
18
Properties=species:S:1:pos:R:3:nbo_charge:R:1 method="wB97M-V/def2-TZVPD" e_lumo_ev="0.10 / 0.13" homo_energy_ev="-6.890 / -6.868"
C -2.0932 -1.0350 -0.5547 -0.328
C -2.8231 -0.1973 0.1851 -0.035
C -0.7119 -0.5177 -0.7226 -0.382
C 0.1851 1.5984 0.3086 0.047
N -2.0536 0.8680 0.5505 -0.329
N 1.8693 -1.3566 0.1850 -1.416
N -0.8267 0.7507 0.0489 -0.048
N 1.4194 1.2756 -0.2686 -0.969
P 0.2417 -1.9107 0.1881 0.848
P 2.5204 0.0511 0.0020 1.585
H -2.4731 -1.8201 -1.1638 0.229
H -3.8244 -0.4857 0.5974 0.231
H -0.3059 -0.4963 -1.6527 0.247
H 0.1987 2.0596 1.2615 0.196
H 2.0111 2.1504 -0.1827 0.397
H -0.1849 -1.5414 1.4283 -0.083
H 3.2384 0.3177 -1.1514 -0.102
H 3.6128 0.2891 0.9408 -0.086

=====

# 2
22
Properties=species:S:1:pos:R:3:nbo_charge:R:1 method="wB97M-V/def2-TZVPD" smiles=CCCCNCC[S-] charge=-1 e_lumo_ev=3.85 homo_energy_ev=-2.367
C 0.4393 0.7202 -2.5103 -0.625
C 1.2880 1.6355 -1.5545 -0.399
C 0.4640 2.2325 -0.3737 -0.400
C 0.7330 1.5235 0.9927 -0.190
N -0.2591 0.5307 1.3311 -0.667
C 0.1496 -0.7876 1.7810 -0.201
C -0.9120 -1.8483 1.4379 -0.534
S -1.0261 -2.1244 -0.3567 -0.733
H 1.0236 -0.1962 -2.5907 0.216
H 0.3451 1.1150 -3.5190 0.181
H -0.4795 0.4296 -2.0124 0.244
H 1.8205 2.3984 -2.1250 0.182
H 2.0067 0.9722 -1.0877 0.197
H -0.6085 2.2164 -0.5584 0.198
H 0.7779 3.2777 -0.2596 0.183
H 0.7182 2.3025 1.7749 0.148
H 1.7762 1.1905 0.9498 0.166
H -1.0145 0.5045 0.6731 0.381
H 1.2097 -0.9702 1.5374 0.160
H 0.2305 -0.7177 2.8911 0.134
H -0.7044 -2.7457 2.0213 0.180
H -1.8579 -1.3762 1.7114 0.182

=====

# 3
9
Properties=species:S:1:pos:R:3:nbo_charge:R:1 method="wB97M-V/def2-TZVPD" e_lumo_ev="-2.23 / -2.54" homo_energy_ev="-12.051 / -9.996"
C 0.3016 -0.7496 -0.8043 0.165
C -0.8423 0.3426 0.5758 -0.013
N -0.8801 -0.2537 -0.6864 -0.320
N 1.0503 -0.7248 0.3420 0.134
O 0.2871 -0.0669 1.2587 -0.213
F 2.0149 1.0190 -0.5322 -0.456
H 0.5138 -1.1914 -1.7338 0.233
H -0.7073 1.3806 0.4284 0.245
H -1.7379 0.2441 1.1517 0.225

=====

# 4
83
Properties=species:S:1:pos:R:3:lowdin_charge:R:1 method="wB97M-V/def2-TZVPD" e_lumo_ev=-4.29 homo_energy_ev=-7.335
C 3.3466 -6.0498 1.8352 -0.156
C 4.0578 -6.0976 0.4461 -0.530
S 3.3727 -4.9629 -0.8289 0.864
C 1.8671 -4.1264 -0.1852 -0.418
C 2.1601 -2.6102 -0.0522 -0.194
C 3.3496 -2.2424 0.6584 0.021
C 3.7754 -0.8960 0.8233 -0.162
C 5.0759 -0.5191 1.5277 -0.177
C 4.9159 -0.3249 3.0987 -0.637
N 5.9634 -1.1546 3.7575 0.041
N 3.6293 -0.7784 3.6306 0.071
N 5.2252 1.0591 3.5282 0.065
C 2.9116 0.1104 0.2431 -0.066
C 1.7195 -0.2546 -0.4521 -0.031
C 1.3028 -1.6225 -0.6155 -0.099
C 0.0024 -1.9916 -1.3497 -0.108
C -0.9948 -2.6406 -0.3664 -0.163
C -1.4106 -3.9770 -0.4817 -0.051
C -2.3104 -4.6262 0.4288 -0.281
C -2.8704 -3.8325 1.6065 -0.237
C -2.4394 -2.4716 1.6826 -0.283
C -2.9922 -1.6616 2.8770 -0.064
C -1.5551 -1.8748 0.7467 0.022
C 0.9000 0.8951 -1.0525 -0.292
O -0.3339 0.9153 -1.0903 -0.022
C 1.7440 2.0653 -1.5821 -0.317
P 1.2484 2.9524 -3.1383 0.371
S 1.9870 4.7488 -3.1907 0.133
C 2.8591 2.4274 -0.9221 -0.047
C 3.2549 1.6288 0.3358 -0.483
O 3.7449 2.1368 1.3222 0.026
H 2.2639 -6.2514 1.6916 0.062
H 3.7502 -6.8809 2.4448 0.076
H 3.5398 -5.0710 2.3127 0.072
H 5.1141 -5.7861 0.6076 0.069
H 4.0543 -7.1362 0.0612 0.063
H 1.4402 -4.5862 0.7243 0.084
H 1.1068 -4.2309 -0.9872 0.033
H 4.0106 -3.0193 1.0762 0.107
H 5.7903 -1.3566 1.3528 0.108
H 5.5729 0.4127 0.9470 -0.057
H 6.8642 -0.7383 3.5237 0.071
H 5.9480 -2.0984 3.3719 0.058
H 2.9301 -0.0418 3.4958 0.072
H 3.7493 -0.8013 4.6486 0.075
H 4.3680 1.5870 3.6639 0.054
H 5.7016 1.5303 2.7601 0.062
H -0.4707 -1.1266 -1.8416 0.038
H 0.2173 -2.7402 -2.1556 0.129
H -0.9684 -4.5450 -1.3198 0.119
H -2.5636 -5.6815 0.2736 0.008
H -3.5310 -4.2587 2.3627 0.044
H -4.0757 -1.4735 2.6826 0.080
H -2.9200 -2.2458 3.8137 0.087
H -2.4527 -0.7039 3.0067 0.075
H -1.2828 -0.8208 0.9197 0.088
H -0.1433 2.8599 -3.3685 -0.035
H 1.8641 2.1923 -4.1833 -0.016
H 3.4648 3.2737 -1.2812 0.090
C -3.3243 2.3263 -3.2265 -0.736
O -3.9074 1.8953 -2.1586 -0.258
O -2.0951 1.6701 -3.3745 -0.025
O -3.6565 3.1374 -4.0439 0.123
H -2.2398 1.1662 -2.5595 0.020
C -5.3072 4.6784 -0.3711 -0.074
C -6.5158 4.8865 -1.2685 -0.273
O -6.9995 6.2158 -1.2678 -0.156
C -6.0885 7.2127 -1.7057 -0.276
C -5.5998 7.0098 -3.1299 -0.073
H -5.5392 4.9651 0.6577 0.086
H -5.0042 3.6290 -0.3869 0.013
H -4.4527 5.2761 -0.6904 0.076
H -7.3357 4.2616 -0.9090 0.119
H -6.3031 4.5588 -2.2912 0.109
H -5.2459 7.2875 -1.0093 0.106
H -6.6225 8.1624 -1.6448 0.118
H -5.0503 6.0739 -3.2461 0.062
H -4.9360 7.8251 -3.4215 0.079
H -6.4440 6.9813 -3.8217 0.083
Na -1.1816 -0.6585 -3.5163 0.692
Mg -3.8526 1.0422 -0.2728 0.952
Cl 5.4158 1.0312 -0.7225 0.192
Br -4.5631 -5.1196 0.5360 0.528